Record 1
Here is an isolated molecule of C5H3F in a non-equilibrium geometry from OMol25. Energies are from ωB97M-V/def2-TZVPD.

Each line ends with the Mulliken charge.
CARTESIAN COORDINATES (ANGSTROEM)
C  -0.80  0.70  0.30  -0.0836
C  -1.82  0.06  0.16  0.3600
C  1.05  -0.55  0.08  -0.5062
C  0.54  0.83  -0.15  -0.1993
C  0.07  -0.32  -1.00  -0.2658
F  -3.06  -0.37  0.25  -0.1970
H  1.96  -0.92  -0.20  0.2969
H  0.94  -1.11  0.95  0.2144
H  1.12  1.67  -0.39  0.3807

Properties
- charge = 0
- HOMO (eV) = -9.1
- energy above the lowest of the compared OMol25 structures with the same formula, charge and spin (kcal/mol) = 97.42
- HOMO-LUMO gap (hartree) = 0.3582



Record 2
Here is C24H18IN7OS6Ti as an isolated structure in a non-equilibrium geometry from OMol25. Energies are from ωB97M-V/def2-TZVPD.

Each line ends with the Mulliken charge.
CARTESIAN COORDINATES (ANGSTROEM)
Ti  0.31  -0.05  0.61  -0.0984
S  -4.75  4.32  -1.16  -0.0661
C  -3.42  3.49  -0.83  0.0932
S  -2.60  3.51  0.72  -0.0292
C  -1.31  2.42  0.31  0.4763
C  -1.32  1.91  -0.95  -0.1496
S  -0.21  0.71  -1.56  -0.5744
S  -2.61  2.45  -1.99  -0.0159
S  -0.10  2.05  1.51  -0.3011
N  0.99  -1.33  4.69  0.0990
C  0.86  -0.27  3.90  -0.4522
N  0.89  -0.68  2.63  0.7994
C  1.04  -2.03  2.74  0.2093
N  1.11  -2.48  3.97  -0.6923
C  1.13  -2.84  1.51  0.1951
C  1.31  -4.21  1.48  -0.5435
N  1.35  -4.87  0.33  -0.5040
C  1.24  -4.16  -0.78  -0.5827
C  1.09  -2.77  -0.77  -0.3332
N  1.02  -2.12  0.39  0.8897
H  1.01  -1.36  5.70  0.2123
H  0.74  0.74  4.25  0.4998
H  1.41  -4.77  2.40  0.5141
H  1.27  -4.69  -1.73  0.4410
H  1.01  -2.20  -1.69  0.4628
I  6.50  0.63  1.08  0.2221
C  4.60  0.60  0.32  -0.7650
C  4.21  0.84  -0.98  -0.0780
N  2.88  0.71  -1.03  -0.2225
N  2.36  0.42  0.18  0.9336
C  3.42  0.34  1.00  -0.4753
H  4.77  1.11  -1.86  0.4939
H  2.25  0.93  -1.80  0.0679
H  3.29  0.13  2.05  0.5066
O  -1.40  -0.80  0.95  0.2254
S  -2.51  -1.83  1.31  -0.2158
C  -2.48  -2.96  -0.02  1.0344
C  -2.63  -4.29  0.34  -0.5595
C  -2.69  -5.24  -0.67  -0.7254
C  -2.58  -4.85  -2.00  -0.5947
C  -2.42  -3.51  -2.33  -0.8436
C  -2.37  -2.54  -1.34  -0.0454
C  -4.02  -0.97  1.20  0.9410
C  -4.96  -1.30  2.18  -0.4854
C  -6.20  -0.69  2.12  -0.7391
C  -6.48  0.23  1.12  -0.5678
C  -5.52  0.55  0.16  -0.8834
C  -4.27  -0.06  0.19  0.0249
H  -2.71  -4.59  1.38  0.4773
H  -2.81  -6.29  -0.42  0.4395
H  -2.62  -5.60  -2.78  0.4639
H  -2.35  -3.22  -3.37  0.4832
H  -2.27  -1.49  -1.59  0.3229
H  -4.73  -2.01  2.96  0.4737
H  -6.95  -0.92  2.86  0.4252
H  -7.44  0.71  1.08  0.4492
H  -5.75  1.26  -0.62  0.4920
H  -3.53  0.17  -0.56  0.1751

Properties
- charge = +2
- HOMO (spin up / spin down) (eV) = -12.8 / -12.8
- energy above the lowest of the compared OMol25 structures with the same formula, charge and spin (kcal/mol) = 0.00
- HOMO-LUMO gap (spin up / spin down) (hartree) = 0.2091 / 0.2091



Record 3
Here is C5H13NO2 as an isolated structure in a non-equilibrium geometry from OMol25. Energies are from ωB97M-V/def2-TZVPD.

Each line ends with the Mulliken charge.
CARTESIAN COORDINATES (ANGSTROEM)
C  0.09  -1.18  -0.69  1.2975
C  0.26  0.58  -1.01  -0.2947
C  0.62  -1.53  0.64  -1.2852
C  -1.19  -1.82  -1.15  -1.3689
C  1.36  1.54  -0.62  -1.1794
N  -0.60  1.87  2.00  -0.4515
O  -1.14  0.73  1.34  -0.6017
O  0.86  -0.61  -1.65  -0.4647
H  -1.38  2.53  2.10  0.1979
H  -0.37  1.57  2.95  0.2179
H  -0.46  0.99  -1.72  0.4406
H  -0.60  0.69  0.20  0.3049
H  0.03  -0.88  1.34  0.3545
H  -1.61  -1.27  -1.99  0.3780
H  0.44  -2.58  0.88  0.4169
H  1.67  -1.28  0.75  0.3369
H  -0.96  -2.83  -1.49  0.3718
H  -1.91  -1.87  -0.34  0.3170
H  2.07  1.06  0.05  0.2528
H  0.93  2.39  -0.08  0.4354
H  1.88  1.90  -1.51  0.3241

Properties
- charge = 0
- HOMO (eV) = -8.0
- energy above the lowest of the compared OMol25 structures with the same formula, charge and spin (kcal/mol) = 134.18
- HOMO-LUMO gap (hartree) = 0.3296



Record 4
Here is an isolated molecule of C6H12O from OMol25. Energies are from ωB97M-V/def2-TZVPD.

Each line ends with the Mulliken charge.
CARTESIAN COORDINATES (ANGSTROEM)
C  -1.07  0.42  1.22  -1.6115
C  -0.73  0.44  -0.27  0.9015
C  -1.86  -0.23  -1.06  -1.6337
C  0.61  -0.21  -0.66  -0.2552
C  1.91  0.56  -0.58  -0.8795
C  1.73  -0.66  0.26  -0.0560
O  1.71  -0.45  1.64  -0.5442
H  -0.27  0.86  1.83  0.4255
H  -1.99  0.98  1.40  0.4134
H  -1.24  -0.61  1.57  0.3050
H  -0.68  1.49  -0.58  0.1696
H  -2.81  0.29  -0.88  0.4072
H  -1.98  -1.27  -0.75  0.3791
H  -1.66  -0.22  -2.13  0.4013
H  0.53  -0.84  -1.54  0.3714
H  2.60  0.55  -1.42  0.2754
H  1.87  1.50  -0.02  0.2805
H  2.26  -1.56  -0.05  0.3152
H  1.05  -1.04  2.02  0.3348

Properties
- charge = 0
- HOMO (eV) = -9.6
- SMILES string = CC(C)[C@H]1C[C@H]1O
- energy above the lowest of the compared OMol25 structures with the same formula, charge and spin (kcal/mol) = 31.24
- HOMO-LUMO gap (hartree) = 0.3901



Record 5
Here is CHClFN3 as an isolated structure in a non-equilibrium geometry from OMol25. Energies are from ωB97M-V/def2-TZVPD.

Each line ends with the Mulliken charge.
CARTESIAN COORDINATES (ANGSTROEM)
C  -0.03  1.64  0.55  0.4589
N  -0.48  2.03  1.53  -0.3680
N  0.56  1.20  -0.52  -0.3886
N  1.81  -0.18  -0.32  0.0847
F  2.26  -0.48  -1.62  -0.1425
Cl  2.87  0.44  0.79  0.0486
H  0.24  0.79  -1.39  0.3068

Properties
- charge = 0
- HOMO (spin up / spin down) (eV) = -10.2 / -10.2
- energy above the lowest of the compared OMol25 structures with the same formula, charge and spin (kcal/mol) = 26.47
- HOMO-LUMO gap (spin up / spin down) (hartree) = 0.3109 / 0.3108



Record 6
Here is an isolated molecule of C16H21FN6O2S in a non-equilibrium geometry from OMol25. Energies are from ωB97M-V/def2-TZVPD.

Each line ends with the Mulliken charge.
CARTESIAN COORDINATES (ANGSTROEM)
C  3.69  0.69  1.78  -1.7302
C  2.57  0.38  0.80  1.5631
C  2.58  1.39  -0.35  -1.6969
C  2.68  -1.04  0.22  -0.6231
C  2.63  -2.16  1.26  -1.2986
N  1.42  -2.12  2.05  -0.0234
C  0.31  -2.75  1.64  0.3737
O  0.22  -3.57  0.76  -0.6702
N  -0.86  -2.41  2.38  -0.0907
C  -1.04  -1.34  3.19  0.5404
O  -0.16  -0.75  3.77  -0.6814
C  -2.50  -0.98  3.44  -0.6927
S  -3.54  -1.06  1.96  -0.2901
C  -2.47  -0.24  0.86  0.5818
N  -1.24  0.12  1.12  -0.0755
N  -0.75  0.70  0.02  -0.5431
C  -1.68  0.70  -0.91  0.1283
C  -1.48  1.26  -2.23  0.5018
C  -0.72  2.43  -2.35  -0.4058
C  -0.48  2.99  -3.59  -0.7901
C  -1.00  2.41  -4.73  -0.3294
C  -1.74  1.24  -4.64  -0.6555
C  -1.96  0.69  -3.40  0.5765
F  -2.64  -0.48  -3.34  -0.3518
N  -2.81  0.10  -0.41  0.4870
N  -4.07  0.03  -0.99  -1.1445
H  4.66  0.53  1.31  0.3184
H  3.63  1.73  2.10  0.4513
H  3.63  0.07  2.67  0.3889
H  1.60  0.47  1.31  -0.1821
H  1.75  1.19  -1.03  0.2829
H  2.48  2.40  0.03  0.3891
H  3.51  1.32  -0.91  0.4360
H  1.86  -1.19  -0.48  0.2602
H  3.62  -1.13  -0.33  0.4528
H  3.48  -2.10  1.94  0.4089
H  2.66  -3.12  0.75  0.4364
H  1.31  -1.38  2.73  0.4046
H  -1.68  -2.87  2.00  0.3028
H  -2.54  0.03  3.85  0.3850
H  -2.95  -1.67  4.16  0.4134
H  -0.32  2.87  -1.45  0.4613
H  0.11  3.89  -3.66  0.4029
H  -0.82  2.85  -5.70  0.3843
H  -2.13  0.76  -5.52  0.4556
H  -4.74  -0.27  -0.28  0.2467
H  -4.08  -0.61  -1.77  0.2412

Properties
- charge = 0
- HOMO (eV) = -8.8
- SMILES string = CC(C)CCNC(=O)NC(=O)CSc1nnc(-c2ccccc2F)n1N
- energy above the lowest of the compared OMol25 structures with the same formula, charge and spin (kcal/mol) = 2.34
- HOMO-LUMO gap (hartree) = 0.3337



Please write out number 2 again, unchanged.
Here is C24H18IN7OS6Ti as an isolated structure in a non-equilibrium geometry from OMol25. Energies are from ωB97M-V/def2-TZVPD.

Each line ends with the Mulliken charge.
CARTESIAN COORDINATES (ANGSTROEM)
Ti  0.31  -0.05  0.61  -0.0984
S  -4.75  4.32  -1.16  -0.0661
C  -3.42  3.49  -0.83  0.0932
S  -2.60  3.51  0.72  -0.0292
C  -1.31  2.42  0.31  0.4763
C  -1.32  1.91  -0.95  -0.1496
S  -0.21  0.71  -1.56  -0.5744
S  -2.61  2.45  -1.99  -0.0159
S  -0.10  2.05  1.51  -0.3011
N  0.99  -1.33  4.69  0.0990
C  0.86  -0.27  3.90  -0.4522
N  0.89  -0.68  2.63  0.7994
C  1.04  -2.03  2.74  0.2093
N  1.11  -2.48  3.97  -0.6923
C  1.13  -2.84  1.51  0.1951
C  1.31  -4.21  1.48  -0.5435
N  1.35  -4.87  0.33  -0.5040
C  1.24  -4.16  -0.78  -0.5827
C  1.09  -2.77  -0.77  -0.3332
N  1.02  -2.12  0.39  0.8897
H  1.01  -1.36  5.70  0.2123
H  0.74  0.74  4.25  0.4998
H  1.41  -4.77  2.40  0.5141
H  1.27  -4.69  -1.73  0.4410
H  1.01  -2.20  -1.69  0.4628
I  6.50  0.63  1.08  0.2221
C  4.60  0.60  0.32  -0.7650
C  4.21  0.84  -0.98  -0.0780
N  2.88  0.71  -1.03  -0.2225
N  2.36  0.42  0.18  0.9336
C  3.42  0.34  1.00  -0.4753
H  4.77  1.11  -1.86  0.4939
H  2.25  0.93  -1.80  0.0679
H  3.29  0.13  2.05  0.5066
O  -1.40  -0.80  0.95  0.2254
S  -2.51  -1.83  1.31  -0.2158
C  -2.48  -2.96  -0.02  1.0344
C  -2.63  -4.29  0.34  -0.5595
C  -2.69  -5.24  -0.67  -0.7254
C  -2.58  -4.85  -2.00  -0.5947
C  -2.42  -3.51  -2.33  -0.8436
C  -2.37  -2.54  -1.34  -0.0454
C  -4.02  -0.97  1.20  0.9410
C  -4.96  -1.30  2.18  -0.4854
C  -6.20  -0.69  2.12  -0.7391
C  -6.48  0.23  1.12  -0.5678
C  -5.52  0.55  0.16  -0.8834
C  -4.27  -0.06  0.19  0.0249
H  -2.71  -4.59  1.38  0.4773
H  -2.81  -6.29  -0.42  0.4395
H  -2.62  -5.60  -2.78  0.4639
H  -2.35  -3.22  -3.37  0.4832
H  -2.27  -1.49  -1.59  0.3229
H  -4.73  -2.01  2.96  0.4737
H  -6.95  -0.92  2.86  0.4252
H  -7.44  0.71  1.08  0.4492
H  -5.75  1.26  -0.62  0.4920
H  -3.53  0.17  -0.56  0.1751

Properties
- charge = +2
- HOMO (spin up / spin down) (eV) = -12.8 / -12.8
- energy above the lowest of the compared OMol25 structures with the same formula, charge and spin (kcal/mol) = 0.00
- HOMO-LUMO gap (spin up / spin down) (hartree) = 0.2091 / 0.2091



Among the records above, which one has the lowest energy above the lowest of the compared OMol25 structures with the same formula, charge and spin?
C24H18IN7OS6Ti



Which of these has the highest charge?
C24H18IN7OS6Ti